{
  "formula": "C5H4N",
  "method": "ωB97M-V/def2-TZVPD",
  "species": ["C", "C", "C", "C", "C", "N", "H", "H", "H", "H"],
  "coordinates": [[1.114809, -0.159301, -3.311766], [0.472204, 0.184484, -2.170961], [-1.300345, 0.491441, -0.523371], [-0.871602, 0.725906, -1.726533], [0.004940, -0.015188, 0.118479], [0.964788, -0.233336, -0.967964], [-2.182957, 0.645302, 0.062913], [0.380020, 0.703669, 0.872714], [0.025742, -0.849643, 0.742675], [1.556040, -1.030192, -0.810845]],
  "atomic_forces_ev_per_a": [[0.4, 0.0, -1.2], [-2.2, 0.2, 3.9], [2.8, -0.9, 1.2], [-0.2, 0.4, -3.6], [0.0, 1.4, 0.1], [-0.8, 0.2, 0.2], [-0.4, 0.3, -0.2], [0.1, 0.5, -0.6], [-0.6, -2.1, 0.7], [0.9, -0.1, -0.4]],
  "nbo_charge": [0.56, -0.22, -0.22, 0.21, -0.28, -0.35, 0.30, 0.29, 0.26, 0.45],
  "homo_lumo_gap_ev": [7.8631, 7.1738],
  "de_lowest_ev": 4.878,
  "max_force_ha_per_bohr": 0.0862,
  "charge": 1,
  "e_tot_ha": -247.08267
}